A molecular structure, C4H11BiCl2Zn, computed with wB97M-V/def2-TZVPD.

The geometry in XYZ format:
```
19
Properties=species:S:1:pos:R:3:forces:R:3:nbo_charge:R:1
Bi -0.95671 0.90484 0.52588 -2.373 0.912 1.852 1.2776
Cl -2.35695 -0.12314 -1.38667 -0.155 -0.806 -1.349 -0.7000
C 0.39584 1.71289 -1.01271 0.410 0.259 -0.360 -1.0800
H 1.40936 1.66875 -0.62927 0.110 0.235 0.125 0.2107
H 0.11158 2.68820 -1.35960 -0.001 0.493 -0.342 0.2004
H 0.28991 0.95732 -1.78480 -0.068 0.046 -0.220 0.2257
Zn -3.81059 1.26625 0.75388 -0.288 0.263 0.410 1.4685
C -4.59703 1.84424 -1.04105 -0.949 0.381 0.092 -1.3428
C -4.41359 -0.39042 1.82587 0.064 -0.082 -0.158 -1.3524
C -2.51702 2.47430 1.84833 0.463 1.745 -1.406 -1.5538
H -3.71179 -1.04826 2.36995 -0.065 0.406 -0.148 0.1841
H -5.19472 -0.05217 2.51675 -0.110 -0.132 0.099 0.1682
H -4.86118 -0.97919 1.02836 -0.355 -0.423 -0.023 0.1813
H -3.99201 2.42005 -1.77214 -0.161 -0.219 0.530 0.1844
H -5.09704 1.02276 -1.59820 0.265 0.297 0.305 0.1795
H -5.39524 2.50180 -0.62932 -0.042 0.120 -0.564 0.1559
H -2.54390 3.59468 1.64443 0.115 -0.891 -0.312 0.1499
H -2.58726 2.48416 2.93178 0.248 -0.803 0.532 0.1601
Cl 0.94161 -0.54511 1.05708 2.892 -1.801 0.938 -0.7170
```
Positions in Å, forces in eV/Å.

Total charge: -2
Kohn-Sham gap (alpha / beta): 4.4426 / 4.4434 eV
Electronic energy: -3073.203298 a.u.



2 unconnected molecules or ions with the total composition C9H13B3F2O3, computed with wB97M-V/def2-TZVPD.

The geometry in XYZ format:
```
30
Properties=species:S:1:pos:R:3:forces:R:3:nbo_charge:R:1
F 0.67621 0.80053 -1.69382 0.184 -0.002 -0.273 -0.3797
C 0.38479 0.03781 -0.56168 -0.071 -0.018 0.178 0.0532
C -0.37497 -1.21871 -0.93555 -0.374 -0.169 -0.068 -0.4269
C -1.19171 -1.01309 -2.22428 0.354 -0.502 0.223 -0.7862
B -0.35196 -1.23766 -3.51825 -0.445 0.139 -0.076 1.1853
O 0.67364 -2.15943 -3.62239 0.014 0.354 -0.293 -0.8913
B 1.56525 -1.87584 -4.63587 0.552 -0.278 -0.117 1.0037
O 1.75139 -0.56740 -5.03816 -0.568 -0.020 -0.015 -0.8942
B 0.58532 0.17385 -5.02884 0.236 0.230 -0.359 1.3556
F 0.62121 1.45105 -5.39672 -0.113 -0.414 -0.023 -0.4704
O -0.58615 -0.43414 -4.64200 0.337 0.593 0.574 -0.8995
H 1.33097 -0.16741 -0.07192 0.121 -0.057 0.121 0.1728
H -0.22478 0.65457 0.09261 -0.011 0.250 0.019 0.1669
H -1.07748 -1.43583 -0.13317 0.039 -0.012 0.244 0.2099
H 0.27408 -2.08718 -1.00732 0.163 -0.034 -0.173 0.2140
H -1.58836 -0.00391 -2.22763 -0.309 0.073 -0.151 0.2444
H -2.02208 -1.71925 -2.21812 -0.204 -0.003 -0.043 0.2487
H 2.16379 -2.72650 -5.20696 0.096 -0.103 0.250 -0.1052
C -0.25748 0.08087 3.09678 -0.003 -0.009 -0.027 -0.2229
C 0.80504 0.18861 3.98270 0.014 -0.011 -0.002 -0.2123
C 0.84326 1.23392 4.89442 0.002 0.009 0.003 -0.2094
C -0.17898 2.17238 4.91753 0.005 -0.001 -0.001 -0.2090
C -1.23806 2.06781 4.02696 -0.009 0.013 0.002 -0.2140
C -1.27807 1.02114 3.11690 -0.002 -0.010 -0.021 -0.2063
H -0.29050 -0.73872 2.38945 0.000 -0.016 0.008 0.2070
H 1.60327 -0.54203 3.96279 -0.001 -0.010 0.007 0.2133
H 1.67032 1.31760 5.58723 0.006 0.000 0.004 0.2141
H -0.14980 2.98644 5.62990 0.003 0.009 0.000 0.2142
H -2.03279 2.80211 4.04226 -0.008 0.003 0.003 0.2142
H -2.10536 0.93839 2.42315 -0.011 -0.002 0.004 0.2102
```
Positions in Å, forces in eV/Å.

Total charge: 0
Kohn-Sham gap: 10.1973 eV
SMILES string: FCCCB1OBOB(F)O1.c1ccccc1
Electronic energy: -851.092345 a.u.



A gas-phase ion, C3H6FO2S (charge -1), computed with wB97M-V/def2-TZVPD.

The geometry in XYZ format:
```
13
Properties=species:S:1:pos:R:3:forces:R:3:nbo_charge:R:1
C 0.08582 0.13621 -1.79320 1.307 -1.969 0.508 -0.6182
C 0.67969 1.11981 -0.73356 -3.273 -0.682 0.560 -0.4588
C 1.51214 0.43300 0.36728 0.926 -0.351 -0.474 -0.0178
O 2.99252 -1.14182 -1.15538 -0.196 0.055 -0.384 -1.0590
O 3.97933 -0.67406 1.05694 -0.695 0.910 -1.111 -1.0430
F 1.40676 1.22595 1.51633 0.560 0.708 0.117 -0.4033
S 3.38938 -0.06954 -0.20480 -0.460 -0.382 1.906 1.4306
H 0.96728 -0.28138 -2.36932 -1.011 0.137 0.678 0.2388
H -0.57216 0.57043 -2.55918 -0.098 0.166 0.610 0.1871
H -0.41820 -0.76937 -1.24352 0.785 1.688 -1.194 0.1959
H -0.23168 1.47638 -0.14272 0.902 -0.211 -0.564 0.1843
H 0.95123 2.02805 -1.27680 1.185 -0.157 0.443 0.2039
H 1.10361 -0.51974 0.76267 0.067 0.087 -1.096 0.1597
```
Positions in Å, forces in eV/Å.

Total charge: -1
Kohn-Sham gap: 7.2482 eV
Electronic energy: -766.452305 a.u.



A molecular structure, C6H10N2O, computed with wB97M-V/def2-TZVPD.

The geometry in XYZ format:
```
19
Properties=species:S:1:pos:R:3:forces:R:3:nbo_charge:R:1
C -0.02042 0.12505 0.48667 -0.297 -0.135 -0.054 0.1265
C -1.33939 0.84407 0.66647 0.149 0.025 -0.156 -0.6554
C 0.73656 -0.02868 1.79663 0.059 0.093 -0.074 -0.6207
C 0.05318 -1.00831 -0.49989 -0.199 -0.518 0.346 -0.2947
C -1.01897 -1.52363 -1.27744 0.182 0.026 0.094 0.3520
C 1.38158 -0.71752 -1.04104 -0.161 0.780 0.136 -0.1844
N 0.90277 0.75652 -0.59057 0.041 -0.018 -0.387 0.0228
N 0.71693 1.72821 -1.34417 0.264 -0.307 -0.110 -0.3425
O -2.21058 -1.47874 -0.99542 -0.060 0.050 -0.028 -0.6085
H -0.04665 2.32283 -1.00103 0.046 -0.146 0.283 0.3282
H -0.68317 -2.05528 -2.19341 -0.041 0.033 -0.041 0.1006
H -1.19200 1.79524 1.18159 0.018 0.033 0.040 0.2071
H -1.83958 1.01028 -0.28610 -0.026 -0.019 -0.001 0.2357
H -2.00222 0.22436 1.26608 0.018 -0.013 0.005 0.2601
H 1.70249 -0.51346 1.65860 -0.030 -0.010 0.000 0.2151
H 0.14186 -0.64367 2.47435 0.013 0.023 -0.071 0.2341
H 0.89903 0.94535 2.26401 -0.002 -0.027 0.020 0.2105
H 2.26937 -0.94076 -0.45447 0.036 0.001 -0.018 0.1936
H 1.54920 -0.84187 -2.11085 -0.010 0.128 0.017 0.2197
```
Positions in Å, forces in eV/Å.

Total charge: 0
Kohn-Sham gap (alpha / beta): 7.1565 / 7.1896 eV
Electronic energy: -419.224471 a.u.



A single C11H16N4O3 molecule, computed with wB97M-V/def2-TZVPD.

The geometry in XYZ format:
```
34
Properties=species:S:1:pos:R:3:forces:R:3:nbo_charge:R:1
N 1.05268 1.56839 1.13948 0.653 1.017 -0.130 -0.8603
C 0.86070 0.49653 0.15328 -0.517 -0.890 0.928 -0.1195
C 1.87822 -0.64578 0.40123 -0.795 -0.343 -2.217 -0.4128
C 3.24443 -0.36804 -0.08688 -0.856 -0.197 0.632 0.0855
C 4.01486 -1.12880 -0.86903 0.893 -1.397 -1.929 -0.1147
N 5.29829 -0.58848 -0.80636 -0.296 0.735 0.364 -0.5282
C 5.19294 0.48556 0.02441 -0.023 0.240 0.594 0.1760
N 3.96746 0.60870 0.48553 1.327 1.461 0.344 -0.4933
C -0.56077 -0.08534 0.43116 1.406 -0.704 2.771 0.7023
O -0.66649 -0.91344 1.35537 0.065 0.671 -1.177 -0.6540
N -1.64173 0.44629 -0.12678 0.514 -0.897 0.205 -0.4248
C -1.61647 1.56338 -0.97435 0.960 1.512 -1.408 -0.2229
C -2.96769 2.28214 -0.78158 0.523 0.424 1.055 -0.4138
C -3.86674 1.12920 -0.21676 -1.737 0.654 -1.244 -0.4016
C -2.91476 0.06758 0.35112 -1.370 -0.482 -0.478 -0.1550
C -3.37980 -1.34301 -0.04172 -0.116 0.019 0.320 0.8088
O -4.51249 -1.71079 0.16512 0.848 -0.156 -0.402 -0.5941
O -2.36859 -2.06948 -0.55759 -0.794 -1.328 -0.727 -0.6807
H 2.04667 1.87977 1.17264 -0.995 -0.475 -0.313 0.3915
H 0.83209 1.28115 2.09432 -0.100 -0.313 -0.508 0.3690
H 0.87209 0.88792 -0.86831 0.506 0.020 0.149 0.1937
H 1.53904 -1.59098 -0.10330 0.109 0.706 0.810 0.2165
H 1.98807 -0.74337 1.45650 -0.408 -0.549 0.795 0.2360
H 3.70898 -1.91114 -1.58022 0.527 0.332 0.688 0.2199
H 6.18781 -0.93166 -1.12713 -0.321 -0.219 -0.324 0.4208
H 6.01590 1.14855 0.32758 -0.356 -0.622 -0.372 0.2014
H -0.71847 2.11660 -0.73293 -0.262 0.971 0.623 0.2259
H -1.31051 1.29323 -1.98262 -1.002 -0.335 -0.728 0.1839
H -3.29685 2.89412 -1.66310 0.006 -1.084 0.711 0.2300
H -2.83929 3.02222 0.04684 0.034 -0.460 -0.612 0.2109
H -4.61400 1.47675 0.53082 0.724 -0.137 -0.410 0.2314
H -4.51224 0.72617 -1.05067 0.806 0.088 0.812 0.2206
H -2.91279 0.02469 1.42998 -0.002 0.180 0.492 0.2477
H -2.65250 -2.98932 -0.84190 0.048 1.559 0.686 0.5036
```
Positions in Å, forces in eV/Å.

Total charge: 0
Kohn-Sham gap: 9.3231 eV
SMILES string: N[C@@H](Cc1c[nH]cn1)C(=O)N1CCC[C@H]1C(=O)O
Electronic energy: -873.520418 a.u.



A gas-phase ion, CHFNO2S (charge -1), computed with wB97M-V/def2-TZVPD.

The geometry in XYZ format:
```
7
Properties=species:S:1:pos:R:3:forces:R:3:nbo_charge:R:1
C 0.73436 0.35798 -0.24291 1.305 0.146 0.167 0.6921
N -1.51097 -1.81121 0.33942 -0.458 -1.371 0.023 -0.9076
O 0.93494 0.81441 -1.36058 0.254 -0.063 -0.608 -0.7734
O -0.67222 0.59152 0.20824 -2.328 0.341 0.363 -0.7988
F 1.36154 1.15177 0.87042 0.192 -0.186 -0.043 -0.4991
S -1.88014 -0.43459 0.14795 1.335 0.975 0.093 1.2075
H 1.03251 -0.66987 0.03746 -0.301 0.159 0.006 0.0795
```
Positions in Å, forces in eV/Å.

Total charge: -1
Kohn-Sham gap: 8.2353 eV
Electronic energy: -741.994050 a.u.



no.,F_max (eV Å⁻¹)
1,3.534
2,0.891
3,3.390
4,0.808
5,3.187
6,2.381